The following is a quantum chemistry calculation of C16H28N7PmS4 as an isolated structure, from the OMol25 dataset.

XYZ file:
```
56
Properties=species:S:1:pos:R:3:forces:R:3:lowdin_spin:R:1
Pm -0.395 0.881 -0.836 0.0 -0.3 -0.3 4.045
S 1.418 2.399 -5.043 0.0 0.0 0.0 -0.005
C 0.888 1.950 -3.565 -0.1 -0.1 0.1 0.001
S 1.577 0.545 -2.732 0.2 0.1 -0.1 -0.009
S -0.414 2.815 -2.738 0.1 0.0 -0.1 -0.010
S -1.530 1.876 1.579 -0.1 -0.1 0.2 -0.007
C -1.700 0.160 1.885 0.0 0.1 0.1 0.000
C -2.317 -0.333 3.053 0.0 0.1 0.0 0.000
C -2.417 -1.687 3.251 0.0 0.0 0.0 0.000
C -1.911 -2.572 2.292 0.0 0.0 0.1 0.000
C -1.327 -2.029 1.178 0.0 0.1 0.0 0.000
N -1.216 -0.705 0.973 -0.1 0.0 0.0 -0.004
H -2.697 0.378 3.773 0.0 0.0 0.0 0.000
H -2.887 -2.069 4.150 0.0 0.0 0.0 0.000
H -1.970 -3.643 2.415 0.0 0.0 0.0 0.000
H -0.918 -2.670 0.406 0.0 0.0 0.0 0.000
N -0.841 -1.447 -2.177 0.0 0.1 0.0 -0.004
C -2.038 -1.899 -2.916 0.1 0.0 0.0 0.000
C -2.753 -0.726 -3.588 0.0 0.0 0.0 0.000
C -4.076 -0.371 -2.918 -0.1 0.0 -0.1 0.000
C -3.961 0.011 -1.454 0.0 0.1 0.1 0.000
N -3.012 1.122 -1.259 0.1 0.0 0.1 -0.005
H -0.130 -1.150 -2.851 0.0 0.0 0.0 0.000
H -0.424 -2.243 -1.700 0.0 0.0 0.0 0.000
H -2.705 -2.397 -2.208 0.0 0.0 0.0 0.000
H -1.757 -2.646 -3.662 0.0 0.0 0.0 0.000
H -2.942 -0.957 -4.637 0.0 0.0 0.0 0.000
H -2.088 0.144 -3.596 0.0 0.0 0.0 0.000
H -4.759 -1.224 -2.987 0.0 0.0 0.0 0.000
H -4.555 0.447 -3.465 0.0 0.0 0.0 0.000
H -3.616 -0.836 -0.856 0.0 0.0 0.0 0.000
H -4.953 0.278 -1.081 0.0 0.0 0.0 0.000
H -3.183 1.564 -0.357 0.0 0.0 0.0 0.000
H -3.164 1.842 -1.963 0.1 -0.1 0.0 0.000
C 2.973 1.720 0.195 0.0 0.1 0.1 0.000
N 1.853 0.904 0.751 -0.1 -0.1 0.0 -0.004
C 2.275 -0.519 0.727 0.1 0.0 0.0 0.000
N 3.510 -0.752 1.461 0.0 0.1 0.0 0.000
C 4.558 0.101 0.878 0.0 0.0 0.0 0.000
N 4.209 1.522 0.940 -0.1 -0.1 0.0 0.000
C 3.984 1.883 2.340 0.0 0.0 0.0 0.000
N 2.918 1.081 2.947 0.0 0.0 -0.1 0.000
C 1.693 1.286 2.182 0.1 0.0 0.0 0.000
C 3.298 -0.329 2.850 0.0 0.0 0.0 0.000
H 2.676 2.769 0.244 0.0 0.0 0.0 0.000
H 3.112 1.446 -0.847 0.0 0.0 0.0 0.000
H 2.412 -0.819 -0.315 0.0 0.0 0.0 0.000
H 1.475 -1.112 1.177 0.0 -0.1 0.0 0.000
H 4.708 -0.182 -0.164 0.0 0.0 0.0 0.000
H 5.486 -0.064 1.426 0.0 0.0 0.0 0.000
H 3.710 2.938 2.396 0.0 0.0 0.0 0.000
H 4.907 1.730 2.901 0.0 0.0 0.0 0.000
H 1.397 2.332 2.228 0.0 0.0 0.0 0.000
H 0.891 0.688 2.614 0.0 0.0 0.0 0.000
H 2.509 -0.941 3.291 0.0 0.0 0.0 0.000
H 4.220 -0.490 3.411 0.0 0.0 0.0 0.000
```
Positions in Å, forces in eV/Å.

Values from the calculation:
expectation value of S²	6.01
ΔE to the lowest compared entry with this formula, charge and spin	0.3414	eV
E	-87376.218	eV
multiplicity	5
HOMO level (alpha / beta)	-7.10 / -7.10	eV
Kohn-Sham gap (alpha / beta)	7.08 / 7.13	eV



The following is a quantum chemistry calculation of a 5-piece molecular cluster, C16H28O11 overall in a non-equilibrium geometry, from the OMol25 dataset.

XYZ file:
```
55
Properties=species:S:1:pos:R:3:forces:R:3:mulliken_charge:R:1
C -4.847 -0.479 -2.667 -1.6 -0.5 0.9 -0.866
C -4.779 -2.020 -2.654 2.5 -0.9 -1.7 -0.151
O -4.656 -2.589 -3.900 -1.2 0.3 0.4 -0.964
H -3.907 0.043 -2.818 0.1 -0.2 0.0 0.149
H -5.299 -0.291 -1.675 0.4 0.8 0.0 0.251
H -5.597 -0.151 -3.397 0.1 0.0 -0.2 0.321
H -5.527 -2.458 -1.954 -0.7 0.2 -0.2 0.258
H -3.821 -2.256 -2.133 -0.1 0.3 0.6 -0.005
C -0.735 -1.254 0.698 -0.5 0.9 1.3 -0.713
C -0.259 -1.483 -0.718 0.1 -1.8 -1.3 0.614
O -0.076 -2.824 -0.951 0.0 0.6 0.4 -0.983
H -0.821 -0.200 1.040 0.5 0.2 -0.2 0.206
H -0.091 -1.792 1.406 0.0 -0.1 -0.1 -0.045
H -1.775 -1.561 0.857 0.1 -0.6 -0.3 0.415
H 0.673 -0.932 -0.981 0.2 0.6 0.6 -0.254
H -1.004 -1.056 -1.418 -0.3 0.3 0.1 -0.179
C 1.314 2.591 -6.523 -1.0 1.0 0.6 -1.466
C 1.330 1.313 -5.721 -0.1 0.6 1.2 0.509
C 1.635 1.459 -4.183 0.2 -0.8 -1.4 -0.447
O 0.510 0.925 -3.523 -0.8 0.6 -0.3 -0.236
C -0.396 0.440 -4.449 1.7 -1.1 0.2 0.511
O -1.247 -0.338 -4.257 -0.9 0.5 0.4 -0.380
O 0.026 0.795 -5.698 -0.4 -0.1 -0.9 -0.383
H 2.209 3.201 -6.390 0.4 -0.4 -0.7 0.381
H 0.542 3.280 -6.147 -0.1 -0.4 0.5 0.357
H 0.930 2.425 -7.530 0.9 -0.1 -0.3 0.344
H 2.050 0.601 -6.130 -0.3 -0.2 -0.3 0.221
H 1.848 2.502 -3.957 0.0 -0.1 0.5 0.276
H 2.446 0.760 -3.988 0.4 0.5 0.5 0.300
C 2.599 3.218 1.095 -0.4 0.6 0.4 -1.584
C 3.172 1.980 1.738 0.1 -0.1 -0.8 0.521
C 2.235 1.319 2.743 -0.5 1.1 -0.2 -0.545
O 2.135 -0.038 2.347 1.0 0.0 0.5 0.006
C 2.874 -0.223 1.219 -0.2 -0.2 -0.8 0.344
O 3.080 -1.250 0.673 0.0 -0.1 0.5 -0.508
O 3.327 0.967 0.751 0.1 -0.1 -0.1 -0.344
H 1.554 3.094 0.803 0.2 -0.4 -0.4 0.380
H 3.210 3.523 0.248 -0.1 0.1 0.0 0.362
H 2.524 4.043 1.815 0.5 0.0 0.0 0.383
H 4.200 2.177 2.071 -0.3 0.1 0.5 0.249
H 1.236 1.747 2.621 0.0 0.0 0.2 0.349
H 2.593 1.548 3.749 -0.2 -0.9 0.2 0.342
C -1.701 -2.381 4.671 -1.2 0.0 -0.3 -1.591
C -0.345 -2.145 5.244 -0.6 0.1 0.9 0.674
C 0.496 -1.065 4.557 -0.7 -2.5 -0.9 -0.012
O 0.825 -0.153 5.582 0.1 0.7 -0.2 -0.318
C 0.263 -0.528 6.749 0.4 -0.3 0.7 0.544
O 0.451 -0.012 7.816 0.0 0.3 -0.7 -0.615
O -0.474 -1.622 6.597 -0.2 -0.5 -0.2 -0.371
H -2.270 -3.109 5.256 0.4 -0.4 -0.2 0.380
H -1.602 -2.703 3.630 -0.1 -0.2 0.1 0.425
H -2.395 -1.534 4.663 0.6 0.4 0.0 0.350
H 0.116 -3.133 5.308 0.5 0.3 0.2 0.180
H -0.116 -0.774 3.699 0.3 1.3 0.3 0.107
H 1.339 -1.595 4.115 0.5 0.7 0.2 0.250
```
Positions in Å, forces in eV/Å.

Values from the calculation:
total charge	-2
E	-39563.764	eV
HOMO level	0.88	eV
Kohn-Sham gap	2.92	eV



The following is a quantum chemistry calculation of C16H28O2Ti as an isolated structure in a non-equilibrium geometry, from the OMol25 dataset.

XYZ file:
```
47
Properties=species:S:1:pos:R:3:forces:R:3:mulliken_charge:R:1
Ti 0.284 -0.206 -0.340 -1.7 1.5 2.1 0.210
C 1.527 2.860 0.123 -0.1 0.1 0.1 -2.490
C 0.481 1.834 0.486 0.4 -0.4 -0.4 1.142
C -0.773 1.789 -0.229 -0.7 0.1 0.3 1.004
C -1.094 2.861 -1.243 0.1 0.0 0.0 -2.047
C -1.726 0.805 0.094 -0.2 0.8 0.3 1.059
C -3.063 0.783 -0.597 0.0 0.0 0.0 -2.409
C -1.422 -0.194 1.068 0.1 -0.3 -0.4 1.063
C -2.454 -1.253 1.400 0.0 0.0 0.0 -1.962
C -0.215 -0.077 1.855 0.3 0.5 0.4 1.134
C 0.038 -1.063 2.969 0.0 0.0 0.0 -2.435
C 0.673 0.992 1.621 -0.5 0.2 0.6 1.001
C 1.835 1.268 2.536 0.1 -0.1 0.0 -2.179
H 1.327 3.809 0.628 0.0 0.0 0.0 0.459
H 1.540 3.056 -0.947 0.0 0.0 0.0 0.573
H 2.522 2.537 0.418 0.0 0.0 0.0 0.483
H -2.143 3.140 -1.184 0.0 0.0 0.0 0.490
H -0.886 2.539 -2.267 0.0 0.1 0.0 0.374
H -0.517 3.761 -1.054 0.0 0.0 0.0 0.472
H -3.791 1.315 0.022 0.0 0.0 0.0 0.312
H -3.438 -0.228 -0.738 0.0 0.0 0.0 0.622
H -3.039 1.284 -1.561 0.0 0.0 0.0 0.642
H -2.427 -2.090 0.699 -0.1 0.0 0.0 0.330
H -3.455 -0.829 1.368 0.0 0.0 0.0 0.467
H -2.314 -1.651 2.399 0.0 0.0 0.0 0.490
H -0.561 -0.798 3.843 0.0 0.0 0.0 0.412
H 1.078 -1.073 3.278 0.0 0.0 0.0 0.531
H -0.234 -2.076 2.678 0.0 0.0 0.0 0.548
H 2.781 0.897 2.134 0.0 0.0 0.0 0.433
H 1.685 0.832 3.518 0.0 0.0 0.0 0.476
H 1.940 2.343 2.670 0.0 0.0 0.0 0.451
C 2.124 -2.252 0.449 0.3 -0.3 0.3 -0.714
O 2.032 -1.048 -0.358 1.5 -1.0 -0.4 -0.220
C 2.300 -1.236 -1.768 0.1 -0.2 -0.7 -0.649
C 1.087 -1.859 -2.443 0.5 -0.2 0.0 -0.425
O -0.018 -0.987 -2.095 0.0 -1.0 -1.7 -0.284
C -1.253 -1.284 -2.797 -0.3 -0.1 -0.3 -0.768
H 2.952 -2.869 0.105 0.0 0.0 -0.1 0.400
H 1.198 -2.834 0.418 0.0 0.1 -0.1 0.337
H 2.327 -1.934 1.466 0.0 0.1 0.0 0.173
H 3.197 -1.836 -1.915 0.0 0.0 0.1 0.466
H 2.463 -0.236 -2.175 0.1 0.0 0.1 0.260
H 0.881 -2.873 -2.091 -0.1 0.0 0.0 0.358
H 1.216 -1.882 -3.525 0.0 0.1 0.0 0.505
H -1.053 -1.355 -3.865 0.1 0.0 0.0 0.356
H -1.934 -0.461 -2.615 0.0 0.0 0.1 0.219
H -1.676 -2.222 -2.439 0.1 0.0 0.1 0.332
```
Positions in Å, forces in eV/Å.

Values from the calculation:
total charge	+2
E	-44240.822	eV
HOMO level (alpha / beta)	-14.54 / -14.58	eV
Kohn-Sham gap (alpha / beta)	7.34 / 7.31	eV



The following is a quantum chemistry calculation of the molecule C16H28O5 in a non-equilibrium geometry, from the OMol25 dataset.

XYZ file:
```
49
Properties=species:S:1:pos:R:3:forces:R:3:mulliken_charge:R:1
O 4.215 0.898 1.767 0.0 0.0 -0.1 -0.544
O 0.335 -1.595 -0.390 -0.2 1.0 0.0 -0.388
O 2.047 1.304 -0.677 -2.5 0.0 0.9 -0.384
O -0.266 -1.431 -1.705 -0.4 0.2 -1.4 -0.471
O 0.143 0.900 -1.820 -0.6 -1.4 -0.7 -0.447
C 2.189 2.694 -0.999 2.6 -1.4 -2.1 -1.072
C -2.694 1.652 -1.295 1.8 -1.4 -0.3 -1.593
C -3.266 -0.598 -2.289 0.9 -1.6 -0.7 -2.122
C 4.051 -0.525 1.849 -1.7 1.2 -1.4 -0.599
C -0.432 -0.995 3.302 0.1 1.5 0.2 -0.659
C -0.773 -0.131 -3.712 -1.6 0.8 1.7 -2.039
C -2.251 0.119 -1.422 1.7 0.5 -1.3 2.133
C 2.844 -0.996 0.981 0.2 0.7 -0.9 -1.088
C 0.894 -1.501 2.740 -1.0 1.6 -1.8 -0.966
C -1.567 -1.085 2.250 1.6 0.3 0.8 -0.934
C -2.210 -0.527 -0.036 -1.4 -0.7 0.7 -2.329
C 0.303 -0.401 0.386 0.1 0.7 0.0 1.625
C 0.612 0.898 -0.513 1.4 0.1 -0.3 -1.049
C -0.782 -0.129 -2.149 -0.5 0.6 1.0 1.304
C 1.382 -0.529 1.465 0.9 -1.9 0.9 -0.403
C -1.156 -0.187 1.049 -0.8 0.1 -1.7 0.740
H 3.954 1.199 0.880 0.0 -0.3 0.3 0.365
H 2.540 3.297 -0.231 0.5 0.7 2.2 0.413
H 1.455 3.255 -1.481 -2.4 0.1 -0.7 0.417
H 3.005 2.780 -1.773 -0.5 -0.5 0.7 0.323
H -2.868 2.198 -2.236 0.2 -0.4 0.2 0.354
H -3.587 1.628 -0.728 -1.1 0.1 0.5 0.506
H -1.957 2.177 -0.686 0.0 0.2 -0.2 0.294
H -3.265 -0.239 -3.322 -0.2 0.3 0.3 0.387
H -2.989 -1.683 -2.393 -0.2 0.8 0.3 0.375
H -4.257 -0.561 -1.897 -0.8 0.2 0.4 0.459
H 3.835 -0.742 2.867 0.1 -0.2 1.0 0.383
H 4.957 -1.023 1.524 0.2 -0.3 0.0 0.311
H -0.770 -1.548 4.197 0.5 0.2 -0.2 0.459
H -0.274 0.121 3.604 -0.6 -1.8 -0.4 0.264
H -1.374 -0.922 -4.107 -0.4 -0.5 -0.2 0.447
H 0.214 -0.270 -4.011 1.7 -0.1 -0.5 0.579
H -1.155 0.853 -4.086 0.3 -0.8 0.5 0.316
H 3.105 -0.707 -0.109 -0.8 -0.5 1.7 0.259
H 2.898 -2.065 1.047 -0.2 -0.8 -0.3 0.421
H 1.666 -1.337 3.447 0.8 -0.4 0.8 0.500
H 0.657 -2.565 2.564 1.1 0.3 -0.6 0.272
H -1.759 -2.138 1.899 0.4 0.9 0.4 0.359
H -2.432 -0.754 2.859 -0.1 0.1 -1.2 0.330
H -3.182 -0.205 0.363 0.1 -0.1 0.4 0.501
H -2.324 -1.660 -0.009 0.4 1.3 -0.8 0.351
H 0.035 1.689 -0.098 0.2 1.1 1.3 0.744
H 1.532 0.486 1.846 -0.3 -0.1 0.4 0.513
H -1.278 0.895 1.286 0.3 -0.7 0.2 0.385
```
Positions in Å, forces in eV/Å.

Values from the calculation:
structure (SMILES)	CO[C@H]1O[C@@]2(C)OO[C@@]13[C@H](CCO)CCC[C@@H]3CC2(C)C
ΔE to the lowest compared entry with this formula, charge and spin	5.4603	eV
E	-27278.383	eV
HOMO level	-9.26	eV
Kohn-Sham gap	9.96	eV



Question: Which formula does entry 4 have?
Answer: C16H28O5



Question: Among the records above, which one has the lowest E?
Answer: C16H28N7PmS4



Question: Look up the E of the first one.
Answer: -87376.218 eV